Molecular formula: C7H14N3O2
Method: DFT, ωB97M-V/def2-TZVPD

```
26
Properties=species:S:1:pos:R:3:mulliken_charge:R:1
O -1.651 1.317 -3.063 -0.41
O -0.950 0.526 -1.011 -0.59
N 1.824 -0.040 -1.262 -0.08
N -1.862 0.456 -1.956 0.50
N 0.610 -0.221 0.766 0.12
C -2.918 -0.256 -2.065 -0.36
C 0.205 -1.421 1.474 -0.51
C 0.983 -0.142 -0.454 0.45
C 2.174 0.227 -2.573 -0.69
C 0.289 -1.040 2.902 -0.65
C -0.117 0.406 2.890 -0.47
C 0.519 1.010 1.618 -0.55
H 1.532 1.307 1.700 0.37
H -0.779 -1.748 1.053 0.26
H 0.312 0.959 3.771 0.34
H -3.609 0.119 -2.813 0.31
H 1.295 -1.112 3.331 0.29
H -0.354 -1.703 3.547 0.33
H -0.797 1.724 -2.916 0.34
H 2.957 0.956 -2.477 0.32
H 2.606 -0.674 -3.003 0.31
H -3.204 -1.176 -1.389 0.26
H 1.271 0.523 -3.125 0.25
H -0.090 1.773 1.107 0.25
H 0.996 -2.247 1.185 0.31
H -1.243 0.477 2.763 0.28
```

The relative energy (zero: lowest compared OMol25 entry of this formula, charge and spin) is 530.6 kJ/mol. Its frontier orbital gap is 10.2 eV. The value obtained for the energy is -589.43867 Ha. Its total charge is +1.

---

Molecular formula: C12H25INO5S
Method: DFT, ωB97M-V/def2-TZVPD

```
45
Properties=species:S:1:pos:R:3:mulliken_charge:R:1
I -0.901 -0.260 1.742 0.16
S 0.661 0.289 -2.304 1.18
O 0.072 -0.464 -1.028 -0.32
O 0.525 1.746 -1.733 -0.41
O 2.019 -0.088 -2.456 -0.63
O 3.332 1.559 4.703 -0.85
O -0.230 0.148 -3.411 -0.58
N -1.073 -2.750 -4.722 -0.71
C 2.243 1.203 0.784 0.30
C -0.039 1.790 -0.371 0.42
C 3.328 1.871 1.640 -1.53
C -3.100 -0.715 -0.814 -1.22
C 2.455 0.610 5.044 -0.43
C -2.534 -2.081 -1.228 -0.53
C -0.775 0.431 -0.278 -0.08
C 0.973 1.012 4.831 -0.35
C -2.184 0.519 -0.862 -0.78
C -2.486 -2.290 -2.753 -0.70
C -1.210 -2.952 -3.274 -0.35
C 1.059 2.153 0.606 -1.30
H -0.783 2.586 -0.389 0.51
H -0.562 -1.896 -4.911 0.27
H 1.438 3.126 0.276 0.49
H 0.584 2.332 1.576 0.29
H 2.519 0.272 6.118 0.31
H 2.927 2.721 2.193 0.38
H 1.908 0.301 1.297 0.18
H -1.551 -2.260 -0.789 0.33
H -2.604 -1.338 -3.278 0.29
H -2.102 0.884 -1.890 0.45
H 2.630 0.898 -0.189 0.22
H -2.664 1.316 -0.286 0.40
H 4.171 2.230 1.042 0.37
H -1.252 -4.030 -3.095 0.47
H 0.278 0.207 5.113 0.23
H -3.192 -2.832 -0.784 0.47
H 2.572 -0.360 4.467 0.10
H -0.354 -2.571 -2.710 0.04
H 3.702 1.222 2.431 0.30
H -3.539 -0.777 0.183 0.51
H -0.549 -3.508 -5.139 0.23
H -3.336 -2.909 -3.054 0.45
H 0.810 1.261 3.776 -0.27
H -3.929 -0.510 -1.499 0.42
H 0.744 1.902 5.425 0.31
```

Its frontier orbital gap is 4.9 eV. The value obtained for the energy is -1599.04455 Ha. Its total charge is -1.

---

Molecular formula: C19H16GaNO4PS2
Method: DFT, ωB97M-V/def2-TZVPD

```
44
Properties=species:S:1:pos:R:3:mulliken_charge:R:1
Ga 0.038 -2.732 -0.080 0.75
S 2.280 -2.073 -1.049 1.30
S -0.441 -4.942 0.129 -0.25
P -0.166 -0.278 0.061 0.92
O -2.404 -2.504 -0.069 -0.47
O 0.967 -2.230 -1.777 -0.51
O 1.960 -2.515 0.355 -0.45
O 3.398 -2.668 -1.664 -0.55
N 2.266 -5.714 -0.146 -0.38
C 0.208 -0.295 2.766 -0.59
C 1.622 1.818 -0.261 -0.29
C 1.178 -5.380 -0.040 0.41
C 2.836 2.397 -0.592 -0.77
C -3.581 1.116 -1.645 -0.77
C 2.502 -0.320 -0.878 0.62
C -2.684 0.544 -0.763 -0.43
C -0.439 0.378 1.730 0.74
C -1.802 1.515 -3.209 -0.76
C -0.632 1.325 4.317 -0.52
C 1.448 0.439 -0.397 -0.54
C -0.892 0.953 -2.331 -0.50
C -1.332 0.477 -1.099 0.55
C 3.886 1.615 -1.054 -0.68
C -3.141 1.602 -2.867 -0.56
C 3.717 0.247 -1.201 -0.54
C -1.278 1.992 3.288 -0.83
C 0.115 0.186 4.059 -0.77
C -1.180 1.527 1.987 -0.05
H -2.986 -2.772 0.653 0.28
H -1.857 2.879 3.494 0.44
H -0.714 1.696 5.327 0.41
H 0.621 -0.324 4.864 0.44
H -1.463 1.887 -4.163 0.45
H 0.789 -1.188 2.546 0.36
H 0.804 2.429 0.094 0.47
H -1.678 2.048 1.183 0.47
H 0.153 0.887 -2.596 0.45
H -3.019 0.159 0.191 0.54
H 2.961 3.465 -0.494 0.45
H 4.831 2.069 -1.303 0.43
H 4.503 -0.399 -1.557 0.58
H -3.845 2.047 -3.551 0.43
H -2.923 -2.550 -0.882 0.28
H -4.624 1.187 -1.378 0.44
```

The relative energy (zero: lowest compared OMol25 entry of this formula, charge and spin) is 43.6 kJ/mol. Its frontier orbital gap is 8.8 eV. The value obtained for the energy is -4151.69164 Ha. Its total charge is +1.

---

Molecular formula: C3H6N2S2
Method: DFT, ωB97M-V/def2-TZVPD

```
13
Properties=species:S:1:pos:R:3:mulliken_charge:R:1
S 2.865 -0.322 -0.638 -0.08
S 1.795 -1.463 0.659 -0.08
N -1.390 -1.371 -0.839 -0.66
N -0.553 -0.310 -0.591 -0.05
C 1.175 1.356 0.546 -0.49
C 0.323 -0.342 0.563 -0.50
C 2.283 1.223 -0.154 -0.03
H -0.170 -0.390 1.492 0.45
H 3.042 2.034 -0.579 0.24
H -1.086 -2.091 -0.225 0.27
H 0.608 2.189 0.854 0.36
H 0.015 -0.105 -1.329 0.31
H -2.416 -1.091 -0.567 0.25
```

The relative energy (zero: lowest compared OMol25 entry of this formula, charge and spin) is 322.0 kJ/mol. Its frontier orbital gap is 9.0 eV. The value obtained for the energy is -1023.68028 Ha.

---

Molecular formula: C29H37N2PdSe
Method: DFT, ωB97M-V/def2-TZVPD

```
70
Properties=species:S:1:pos:R:3:mulliken_spin:R:1
Pd -0.439 -0.074 0.073 0.81
Se 0.511 1.522 1.786 0.09
N -0.638 0.122 4.044 0.01
N 1.536 0.021 4.040 0.01
C -2.890 1.394 -0.521 -0.15
C 1.701 3.056 -4.725 -0.02
C 1.260 -1.383 -0.195 -0.05
C 0.608 2.697 -4.064 0.06
C 0.018 -2.063 -0.564 0.37
C 0.737 2.586 -2.661 0.08
C 2.966 3.207 -2.654 -0.06
C 0.463 0.493 3.326 0.02
C -0.737 -2.962 0.340 0.04
C 1.118 -0.660 5.183 0.00
C 0.979 -1.192 -2.488 0.30
C 1.877 2.742 -1.849 0.77
C -2.807 0.524 -2.814 -0.05
C 1.277 -0.915 -3.917 0.01
C -3.559 1.513 -1.742 0.64
C 1.830 -1.272 6.205 0.00
C -3.303 2.975 -2.332 0.00
C -2.575 0.141 0.096 0.36
C 3.154 -0.211 -1.491 0.02
C 1.827 -0.850 -1.413 0.19
C 1.076 -1.818 7.253 0.00
C -2.013 0.442 3.702 0.00
C 2.843 3.285 -4.056 0.02
C -0.332 -1.755 7.256 0.00
C -0.262 -0.600 5.184 0.00
C -0.117 -1.944 -1.999 0.21
C -1.031 -1.143 6.207 0.00
C -1.125 -2.682 -2.788 -0.02
C 2.026 -1.625 1.052 0.02
H -0.295 -3.965 0.353 0.02
H 0.354 -0.863 -4.507 0.00
H 2.446 -0.683 1.431 0.01
H 1.479 3.109 -5.815 0.01
H -0.723 -2.561 1.361 0.01
H -0.417 2.498 -4.443 0.00
H 2.916 -1.300 6.154 0.00
H -0.880 -2.188 8.092 0.00
H -0.899 -3.760 -2.828 0.02
H 2.501 0.145 3.742 0.00
H -2.126 -2.577 -2.345 0.01
H -3.367 -0.423 -3.083 0.01
H 1.790 0.048 -4.020 0.00
H 1.384 -2.066 1.820 -0.01
H 1.922 -1.687 -4.366 0.01
H -1.165 -2.318 -3.821 0.00
H 3.958 -0.950 -1.646 0.03
H -2.589 0.428 4.631 0.00
H -2.962 -0.700 -0.452 0.00
H -0.470 2.370 -2.640 0.10
H -1.783 -3.039 0.020 0.00
H -4.263 3.566 -2.357 0.01
H -2.531 1.037 -3.782 0.00
H -2.058 1.433 3.234 0.00
H 3.698 3.538 -4.697 0.00
H -2.431 -0.309 3.019 0.00
H -1.769 0.172 -2.447 0.04
H -2.550 3.592 -1.740 0.02
H -2.320 2.216 -0.079 -0.01
H 3.368 0.345 -0.568 0.01
H 2.858 -2.318 0.854 0.01
H 3.942 3.512 -2.245 0.02
H -2.115 -1.073 6.158 0.00
H -2.793 0.015 1.136 -0.01
H -2.862 2.977 -3.377 0.01
H 3.197 0.512 -2.311 0.00
H 1.578 -2.302 8.091 0.00
```

The spin multiplicity is 5. Its frontier orbital gap (spin up / spin down) is 7.2 / 5.8 eV. The value obtained for the energy is -3765.53317 Ha. Its total charge is +1.

---

Molecular formula: C15H25O6P
Method: DFT, ωB97M-V/def2-TZVPD

```
47
Properties=species:S:1:pos:R:3:mulliken_charge:R:1
P 1.149 0.016 0.246 0.60
O 0.841 0.542 -1.530 -0.82
O 0.666 -0.227 2.666 -0.58
O -4.825 0.474 -0.624 -0.35
O 2.811 0.131 0.208 -0.47
O 1.062 -1.575 0.356 -0.58
O -0.662 2.281 -0.187 -0.27
C 3.485 1.211 0.008 0.76
C 4.874 0.884 -0.026 -1.59
C -2.904 1.301 -0.285 -0.66
C -1.554 1.302 0.050 0.59
C -0.933 3.406 -1.125 -1.27
C -1.847 -0.517 1.483 -1.53
C -5.881 -0.596 -0.113 -0.91
C 0.911 -2.692 -0.734 0.86
C 0.341 0.554 1.539 1.02
C 3.034 2.573 0.339 -0.85
C 2.280 -3.040 -0.942 -1.45
C -0.259 -3.511 -0.562 -1.71
C -3.232 -0.596 1.046 -1.03
C -0.988 0.603 1.098 0.14
C -3.795 0.222 0.206 0.86
H -5.479 -1.521 -0.441 0.44
H -6.222 -0.530 0.990 0.31
H 5.508 1.553 -0.527 0.47
H -0.087 3.939 -1.391 0.34
H -1.798 3.779 -0.920 0.47
H -6.791 -0.435 -0.906 0.27
H -1.164 2.713 -1.955 0.45
H 5.134 0.016 -0.535 0.40
H 5.359 0.868 0.994 0.31
H 3.498 3.466 -0.043 0.39
H -0.314 -4.139 -1.243 0.63
H 2.509 -3.645 -0.060 0.37
H -1.724 -1.220 2.108 0.78
H 0.498 1.820 1.810 0.46
H 0.704 -1.725 -1.596 0.27
H -0.038 -4.113 0.473 0.23
H 1.852 2.744 0.367 -0.09
H 0.574 -1.006 2.287 0.41
H -3.257 2.044 -0.975 0.42
H 3.049 -2.498 -1.021 0.54
H 2.120 -3.923 -1.641 0.28
H 3.303 2.463 1.558 0.23
H -1.180 -3.069 -0.314 0.31
H 3.318 1.060 -1.284 0.15
H -3.944 -1.385 1.150 0.40
```

The relative energy (zero: lowest compared OMol25 entry of this formula, charge and spin) is 0.0 kJ/mol. Its frontier orbital gap is 8.8 eV. The value obtained for the energy is -1378.84641 Ha.